Formula: C4H5N2
Source: the Open Molecules 2025 dataset
Level of theory: the ωB97M-V functional and the def2-TZVPD basis

Element x y z (Å)
N 0.8065 -0.6542 1.6241
C 0.2559 -0.3254 0.5115
C -0.2019 1.0068 0.1681
C -0.5916 0.9273 -1.0924
C -0.5178 -0.5286 -1.4439
N 0.0120 -1.2482 -0.5032
H 1.2475 -1.6317 1.8363
H 0.8035 0.2209 2.1582
H -0.0197 1.6084 0.9300
H -0.9227 1.6050 -1.7968
H -0.8717 -0.9805 -2.3919

The energy above the lowest of the compared OMol25 structures with the same formula, charge and spin comes out at 0.392 eV. The value obtained for the LUMO energy is -6.79 eV. The HOMO-LUMO gap is 8.8081 eV. Its HOMO energy is -0.573 Ha. Its net charge is +1. The multiplicity is 1. The value obtained for the molar mass is 81.10 u. The structure (SMILES) is [NH2+]=C1C=CC=N1.